{"formula": "C42H113N9O12", "method": "wB97M-V/def2-TZVPD", "e_homo_ev": -8.58, "largest_force_ev_per_a": 3.30, "orbital_gap_ev": 8.816, "smiles": "COC[C@H](C)N.COC[C@H](C)N.COC[C@H](C)N.COC[C@H](C)N.COC[C@H](C)N.COC[C@H](C)N.COC[C@H](C)N.COCCNCCOC.COCCNCCOC.CCO", "relative_energy_kcal_mol": 141.1, "elements": ["C", "C", "O", "H", "H", "H", "H", "H", "H", "C", "O", "C", "C", "N", "C", "C", "O", "C", "H", "H", "H", "H", "H", "H", "H", "H", "H", "H", "H", "H", "H", "H", "H", "C", "O", "C", "C", "N", "C", "C", "O", "C", "H", "H", "H", "H", "H", "H", "H", "H", "H", "H", "H", "H", "H", "H", "H", "C", "C", "C", "O", "C", "N", "H", "H", "H", "H", "H", "H", "H", "H", "H", "H", "H", "C", "C", "C", "O", "C", "N", "H", "H", "H", "H", "H", "H", "H", "H", "H", "H", "H", "C", "C", "C", "O", "C", "N", "H", "H", "H", "H", "H", "H", "H", "H", "H", "H", "H", "C", "C", "C", "O", "C", "N", "H", "H", "H", "H", "H", "H", "H", "H", "H", "H", "H", "C", "C", "C", "O", "C", "N", "H", "H", "H", "H", "H", "H", "H", "H", "H", "H", "H", "C", "C", "C", "O", "C", "N", "H", "H", "H", "H", "H", "H", "H", "H", "H", "H", "H", "C", "C", "C", "O", "C", "N", "H", "H", "H", "H", "H", "H", "H", "H", "H", "H", "H"], "xyz": [[4.70274, -4.12161, 6.75468], [4.29563, -3.18530, 5.61032], [3.37193, -3.77036, 4.75723], [3.89109, -4.43885, 7.40942], [5.42831, -3.65473, 7.42077], [5.19307, -5.03963, 6.43077], [5.06974, -2.72568, 4.99582], [3.80118, -2.31195, 6.03561], [3.26482, -3.13534, 4.04527], [-1.13310, 7.87626, -5.03957], [-1.51767, 8.21637, -6.36937], [-2.86920, 8.41171, -6.62627], [-3.07770, 8.56156, -8.17609], [-3.26336, 9.98950, -8.52737], [-3.99554, 10.15487, -9.83443], [-3.94594, 11.55712, -10.46520], [-2.83540, 11.62485, -11.29702], [-2.89747, 12.70944, -12.15128], [-1.74368, 8.36389, -4.27963], [-0.08925, 8.15825, -4.90191], [-1.13394, 6.79841, -4.87730], [-3.35874, 9.21832, -6.08055], [-3.18005, 7.45686, -6.20231], [-3.90800, 7.91964, -8.47043], [-2.15697, 8.27383, -8.68363], [-2.37234, 10.46078, -8.46357], [-4.97915, 9.70256, -9.70788], [-3.62451, 9.53682, -10.65202], [-4.05010, 12.32065, -9.69431], [-4.87033, 11.69792, -11.02534], [-3.86049, 13.21174, -12.24292], [-2.76346, 12.51480, -13.21535], [-2.12438, 13.39702, -11.80826], [-2.96483, -6.44672, 12.12161], [-3.06552, -5.61116, 10.99645], [-1.81528, -5.13700, 10.52798], [-1.79148, -4.10532, 9.30401], [-1.93191, -2.67220, 9.72878], [-1.61923, -1.78009, 8.63472], [-2.29196, -0.40868, 8.84507], [-3.69352, -0.54910, 8.91367], [-4.51700, 0.60246, 8.83603], [-2.84689, -7.48081, 11.79778], [-3.88426, -6.33100, 12.69550], [-2.15903, -6.20365, 12.81422], [-1.44482, -6.11075, 10.20757], [-1.14282, -4.78948, 11.31228], [-2.53548, -4.38391, 8.55771], [-0.77520, -4.11147, 8.91000], [-2.86889, -2.34376, 9.91399], [-1.95190, -2.12675, 7.65633], [-0.53748, -1.70958, 8.52102], [-2.14183, 0.33184, 8.05944], [-2.00144, 0.10699, 9.76037], [-4.26056, 1.35072, 9.58598], [-5.54191, 0.25012, 8.95235], [-4.29717, 1.02889, 7.85728], [1.77711, -1.71578, -6.03187], [3.02197, -0.88669, -6.26268], [2.87722, 0.37395, -7.13086], [1.77661, 1.10179, -6.55124], [1.63755, 2.39982, -7.07943], [3.50044, -0.39794, -4.95348], [1.95337, -2.70740, -5.61507], [1.25293, -2.01424, -6.93975], [1.08622, -1.13674, -5.41912], [3.72423, -1.54204, -6.77790], [2.45372, 0.03101, -8.07486], [3.81406, 0.91814, -7.25036], [2.37940, 3.12961, -6.75511], [0.58235, 2.60787, -6.90238], [1.83649, 2.57273, -8.13708], [4.46929, -0.63972, -4.80191], [3.48308, 0.61001, -5.01534], [8.17187, 2.93453, -0.94484], [7.72170, 1.66291, -1.58889], [8.87555, 1.24567, -2.55493], [8.45341, 0.45262, -3.56710], [9.54873, -0.06037, -4.32215], [7.59064, 0.77020, -0.45815], [9.04930, 2.92393, -0.29824], [7.38211, 3.37209, -0.33417], [8.40771, 3.69022, -1.69413], [6.79132, 1.95555, -2.07559], [9.56932, 0.58957, -2.02929], [9.46979, 2.06828, -2.95279], [10.54816, -0.19736, -3.90922], [9.75772, 0.59654, -5.16648], [9.27592, -1.02353, -4.75342], [8.28696, 0.71772, 0.27158], [7.47495, -0.18317, -0.77088], [-9.49780, 0.18095, -1.79170], [-8.09760, -0.27154, -1.97573], [-7.92960, -1.79556, -2.19367], [-6.52589, -2.18906, -2.39337], [-6.42917, -3.58675, -2.38641], [-7.70569, 0.30169, -3.21303], [-9.95063, 0.78810, -2.57555], [-9.56673, 0.99156, -1.06627], [-10.27515, -0.49807, -1.44133], [-7.49310, -0.01041, -1.10713], [-8.51878, -2.16682, -3.03221], [-8.35274, -2.28102, -1.31424], [-5.40198, -3.94707, -2.33029], [-6.82495, -4.00200, -3.31325], [-6.90102, -3.98547, -1.48837], [-6.78423, -0.08852, -3.34997], [-7.54617, 1.25676, -2.92582], [5.55851, -9.69969, 0.38907], [6.63795, -8.70402, 0.94487], [6.60690, -7.25882, 0.40188], [6.32830, -7.22236, -1.03166], [6.39549, -5.86678, -1.51465], [6.71647, -8.80243, 2.39401], [5.59260, -10.67819, 0.86809], [5.68538, -9.87338, -0.67950], [4.50487, -9.44449, 0.50227], [7.48639, -9.19690, 0.47018], [7.58450, -6.79211, 0.52268], [5.83413, -6.66923, 0.89512], [7.42348, -5.51423, -1.43070], [5.72809, -5.18112, -0.99259], [5.96500, -5.95657, -2.51200], [7.26416, -9.61610, 2.63503], [5.72129, -8.89465, 2.53964], [0.59654, 0.97311, -0.16962], [0.54693, 0.01008, 0.98861], [-0.80108, -0.71722, 0.97360], [-1.74775, 0.16619, 1.55445], [-3.02520, -0.41973, 1.80138], [1.61906, -0.90427, 0.72020], [-0.24315, 1.66807, -0.16163], [0.20482, 0.42354, -1.02555], [1.55593, 1.42587, -0.41998], [0.76933, 0.44177, 1.96446], [-0.76878, -1.60407, 1.60650], [-1.16842, -1.03103, -0.00348], [-2.92381, -0.87826, 2.78503], [-3.17814, -1.17922, 1.03464], [-3.92057, 0.20038, 1.75799], [2.49704, -0.42843, 0.87125], [1.68236, -1.03001, -0.27994], [-3.75213, -8.24506, 2.39995], [-2.24337, -7.83745, 2.44225], [-1.37246, -7.91089, 1.20035], [-1.45434, -9.26707, 0.59789], [-1.23411, -9.29837, -0.76499], [-2.17815, -6.58789, 3.17427], [-4.25134, -7.58770, 1.68808], [-4.25696, -8.16912, 3.36300], [-3.86581, -9.24807, 1.98865], [-1.79896, -8.63275, 3.04066], [-0.35588, -7.61723, 1.46193], [-1.84130, -7.26016, 0.46222], [-0.25282, -9.01853, -1.14821], [-2.07181, -8.82391, -1.27611], [-1.31088, -10.37134, -0.94091], [-1.34412, -6.02140, 3.23409], [-2.82927, -5.96231, 2.72172], [-2.99228, 9.40338, 3.04301], [-1.93325, 8.87435, 4.06096], [-1.28003, 7.62672, 3.55946], [-0.74495, 6.94339, 4.63342], [-0.20915, 5.71634, 4.26943], [-0.86799, 9.88854, 4.18268], [-3.57496, 10.25769, 3.38761], [-3.71556, 8.61696, 2.82730], [-2.48440, 9.69511, 2.12375], [-2.46127, 8.63249, 4.98335], [-0.52678, 7.80170, 2.79126], [-2.09918, 7.08297, 3.08888], [-0.96743, 5.14588, 3.73304], [0.04066, 5.14518, 5.16356], [0.72141, 5.86365, 3.72128], [-0.42756, 10.05482, 3.28911], [-0.17954, 9.32853, 4.66489]], "atomic_forces_ev_per_a": [[0.64, -0.07, -0.21], [-0.11, 0.88, 1.22], [-0.69, -0.93, -0.85], [-0.38, 0.26, -0.35], [0.03, 0.34, -0.11], [-0.08, 0.01, -0.40], [0.90, -0.53, 0.35], [0.01, 0.26, 0.59], [-0.34, -0.22, -0.25], [0.05, 0.10, -0.52], [2.57, 1.29, 0.29], [-0.30, -1.71, -0.45], [0.71, 1.07, 1.28], [-1.70, -0.40, -0.76], [1.09, -0.19, 0.42], [-1.65, -1.27, 1.23], [-0.20, -0.57, -0.06], [0.48, 1.51, -0.83], [-0.09, 0.09, -0.01], [-0.08, 0.32, -0.11], [-0.46, -0.26, -0.08], [0.23, 0.35, 0.01], [-1.83, -0.17, -0.49], [-0.09, 0.37, -0.25], [-0.04, -0.87, 0.14], [0.01, 0.06, -0.49], [-0.39, 0.74, 0.37], [0.72, -0.39, -0.01], [0.78, 0.36, 0.23], [-0.13, -0.20, -0.48], [-0.29, 0.11, 0.93], [0.75, -0.87, 0.02], [-0.15, 0.52, -0.36], [-0.34, -0.02, 0.04], [-0.82, 1.92, 0.37], [0.44, -0.74, -1.52], [-0.64, 0.37, 2.41], [-0.27, -0.32, -0.27], [0.24, 0.93, -0.50], [-0.32, 1.03, 0.16], [-0.88, -1.59, 0.53], [1.29, -0.52, -0.36], [0.04, -0.24, 0.09], [-0.11, -0.21, -0.14], [0.31, 0.25, -0.18], [1.31, 0.24, -0.78], [-0.27, 0.35, 0.28], [0.09, -0.14, -0.20], [-0.08, -0.55, -0.22], [-0.60, -1.11, 0.65], [-0.40, -0.33, -0.23], [0.18, 0.48, 0.13], [0.80, -0.25, -0.55], [0.57, -0.24, 0.35], [-0.06, 0.01, 0.29], [0.12, 0.24, -0.15], [-0.59, 0.42, -0.22], [-1.00, 0.00, -0.56], [0.67, 0.44, 0.22], [-2.52, -1.74, -0.11], [1.54, 0.55, -0.38], [-0.38, 0.22, -0.37], [0.47, -0.30, 0.02], [0.51, 0.33, 0.65], [-0.04, 0.52, -0.47], [-0.04, -0.28, 0.09], [0.52, 0.11, 0.15], [0.60, 0.19, -0.68], [-0.07, 0.19, 0.18], [-0.22, 0.12, 1.35], [0.31, 0.83, 0.18], [-0.40, -1.18, -0.75], [0.12, -0.16, 0.06], [-0.09, 0.16, 0.44], [0.05, 2.36, 0.10], [2.83, 0.66, 1.01], [0.19, 0.18, 1.43], [-0.25, -1.86, -2.13], [-0.47, -0.07, -1.52], [-1.76, -1.83, -0.38], [0.17, -0.69, -0.05], [-0.14, -0.15, 0.06], [-0.06, 0.10, -0.16], [-0.14, -0.94, -0.22], [0.34, 0.51, 1.04], [-0.15, 0.63, 0.05], [-0.30, 0.13, 1.27], [-0.21, 0.28, -0.21], [-0.26, 0.01, 0.14], [0.40, 0.84, -0.44], [-0.28, -0.19, 0.00], [-2.37, 1.38, 1.59], [-0.33, -2.60, -0.60], [0.24, -0.17, 0.69], [-1.29, 1.09, 0.53], [0.28, -0.40, 0.04], [1.64, 1.05, -0.31], [0.40, -0.84, -1.01], [0.45, -0.12, 0.83], [0.29, -0.51, -0.12], [0.26, 0.12, 0.08], [-0.03, 0.30, -0.34], [0.30, -0.37, 0.31], [0.28, 0.61, -0.06], [-0.44, -0.22, 0.07], [-0.41, -0.26, -0.12], [0.54, 0.22, -0.69], [0.21, 0.73, -0.88], [-0.55, 0.48, -0.43], [0.14, -1.55, -2.11], [-0.51, -0.46, -1.02], [0.01, 0.37, 1.26], [-0.60, -1.39, 0.09], [-0.25, 1.26, -0.89], [0.64, 0.01, 0.21], [0.12, 0.13, -0.04], [-0.09, 0.69, 0.18], [0.75, 0.45, 0.33], [0.08, 0.04, 0.49], [-0.02, 0.10, 0.30], [0.02, 0.21, -0.44], [-0.03, -0.05, 0.49], [0.68, 0.34, -0.26], [-0.53, -0.16, 0.26], [0.12, -0.49, 1.59], [-2.06, 0.89, -0.63], [0.14, 0.08, -1.07], [-0.45, 0.26, 1.55], [-0.78, 1.34, -0.31], [1.09, -1.07, -0.19], [1.21, -1.53, 0.13], [0.36, 0.91, 0.58], [0.76, -0.52, -0.42], [-0.14, 0.05, 0.31], [-0.56, 0.18, 0.03], [0.37, -0.32, 0.03], [0.38, 0.05, -0.42], [-0.57, -0.30, 0.08], [-0.23, -0.38, 0.09], [0.62, 0.77, 0.05], [0.21, 0.09, 0.53], [-0.30, -0.49, -0.32], [0.93, 0.30, -1.41], [0.14, -1.69, 1.60], [-1.89, -1.05, -1.43], [0.70, 2.04, 2.50], [-0.60, -1.48, -0.45], [-0.74, 0.87, -0.17], [-0.31, 0.20, -0.01], [0.41, 0.04, 0.02], [0.09, -0.05, 0.16], [0.14, 0.02, 0.63], [0.09, -0.09, -0.25], [0.46, 0.51, -0.32], [0.10, 0.60, 0.28], [0.21, 0.36, -0.43], [-0.03, -0.07, -0.63], [0.69, -0.73, -0.18], [-0.37, 0.22, 0.11], [0.35, -0.57, 0.43], [-0.34, 1.72, -2.07], [-1.53, -0.52, -0.63], [0.14, 0.20, 1.10], [0.23, -0.58, 0.36], [-0.31, -0.21, 1.56], [0.34, 0.05, 0.28], [0.01, -0.06, -0.18], [-0.07, -0.05, -0.15], [0.45, 0.32, 0.33], [0.15, 0.28, -0.19], [0.03, -0.89, -0.19], [0.22, -0.21, -0.44], [-0.05, 0.18, 0.14], [-0.02, -0.23, -0.48], [-0.34, 0.02, -0.43], [0.72, 0.52, 0.56]], "mulliken_charge": [-1.06, -0.16, -0.51, 0.26, 0.34, 0.29, 0.30, 0.24, 0.30, -0.75, -0.32, -0.62, -0.62, -0.36, -0.68, -0.55, -0.31, -0.76, 0.31, 0.26, 0.29, 0.33, 0.39, 0.42, 0.36, 0.25, 0.41, 0.33, 0.34, 0.41, 0.35, 0.27, 0.25, -0.71, -0.32, -0.63, -0.53, -0.40, -0.62, -0.65, -0.32, -0.69, 0.28, 0.25, 0.31, 0.39, 0.33, 0.35, 0.39, 0.29, 0.32, 0.39, 0.47, 0.32, 0.29, 0.22, 0.29, -1.39, 0.54, -0.91, -0.31, -0.86, -0.62, 0.36, 0.34, 0.28, 0.32, 0.46, 0.39, 0.32, 0.25, 0.35, 0.24, 0.24, -1.66, 0.78, -0.69, -0.30, -0.85, -0.69, 0.37, 0.39, 0.41, 0.24, 0.28, 0.32, 0.36, 0.32, 0.27, 0.23, 0.23, -1.48, 0.76, -0.98, -0.32, -0.73, -0.80, 0.41, 0.39, 0.33, 0.26, 0.37, 0.40, 0.26, 0.29, 0.31, 0.27, 0.26, -1.49, 0.31, -0.56, -0.31, -0.71, -0.64, 0.43, 0.36, 0.37, 0.19, 0.30, 0.29, 0.29, 0.30, 0.24, 0.30, 0.33, -1.56, 0.58, -0.74, -0.29, -0.73, -0.75, 0.37, 0.43, 0.35, 0.31, 0.37, 0.29, 0.27, 0.29, 0.26, 0.27, 0.29, -1.29, 0.38, -0.58, -0.32, -0.74, -0.63, 0.33, 0.34, 0.34, 0.20, 0.29, 0.30, 0.28, 0.34, 0.25, 0.24, 0.27, -1.36, 0.46, -0.73, -0.33, -0.73, -0.79, 0.35, 0.38, 0.30, 0.27, 0.31, 0.39, 0.31, 0.25, 0.29, 0.27, 0.34]}